Formula: C23H33BrClFIN3O8P2
Source: the OMol25 dataset
Level of theory: ωB97M-V with the def2-TZVPD basis set

Geometry as ORCA input:
```
! RIJCOSX wB97M-V def2-TZVPD def2/J DEFGRID3
* xyz 0 1
C 2.0201 -1.1875 4.6964
C 1.4530 -0.3605 3.8298
C 0.8827 0.5649 2.6839
C 0.2303 -0.1488 1.3581
C -1.3328 -0.3483 1.6831
C -1.8196 -0.9277 3.0793
O -2.5460 0.1021 3.8136
C -3.8998 0.2722 3.4333
O -4.4020 1.4484 3.6492
C -4.9303 -0.7984 2.8287
C -5.0391 -0.5816 1.1965
C 0.5135 1.0279 0.2184
C -0.1721 2.4455 0.6496
C 0.9144 3.5955 1.1155
C 2.0047 4.0001 0.0131
I 3.1784 5.6729 0.8724
C 0.1122 0.5515 -1.3239
C 0.7703 1.6939 -2.2463
O 0.3949 1.7724 -3.6563
C 1.4383 2.4925 -4.3649
C 1.9664 1.9091 -5.7904
O 1.9578 3.5896 -3.9429
O -1.3284 0.6677 -1.1599
C -2.0765 1.4170 -2.0403
N -2.6466 1.9354 -3.0074
N 0.5936 -0.8830 -1.6468
Cl 1.5714 -0.9193 -3.1324
C -0.6239 -1.6677 -2.0131
C -0.5367 -3.1381 -2.6421
F -0.5190 -4.2010 -1.6158
C 1.5795 -1.4558 -0.6700
C 2.2348 -2.8892 -0.9025
O 2.3430 -3.6698 -1.9074
O 3.0934 -3.3454 0.1678
P 3.2523 -0.4722 -0.9685
O 4.4457 -1.4817 -1.7255
Br 4.2393 0.1274 0.9787
C 1.0325 -1.4634 0.8422
P 0.1367 -3.1065 1.3518
N 0.3814 -3.3116 2.9530
H 2.7361 -1.7681 5.4013
H 0.0633 1.2476 3.1643
H 1.7523 1.2989 2.4174
H -1.7538 -1.0386 0.8334
H -1.9874 0.6091 1.5076
H -2.4665 -1.8781 2.8480
H -1.0301 -1.3260 3.8128
H -5.9922 -0.7583 3.3040
H -4.5874 -1.9072 2.9635
H -4.3451 0.2901 0.8832
H -6.1208 -0.2550 0.9753
H -4.8075 -1.5592 0.6268
H 1.6441 1.3154 0.2903
H -0.7793 2.9560 -0.1819
H -0.8577 2.3839 1.5738
H 1.3456 3.3965 2.1720
H 0.2419 4.5448 1.2621
H 1.5694 4.4007 -0.9703
H 2.7473 3.1285 -0.1023
H 1.9392 1.7115 -2.2236
H 0.4942 2.7745 -1.8886
H 2.1056 2.7613 -6.5674
H 1.2038 1.1724 -6.2378
H 2.9882 1.3741 -5.6863
H -1.1218 -1.0957 -2.9086
H -1.3829 -1.8460 -1.1407
H -1.5509 -3.3212 -3.1972
H 0.2786 -3.3431 -3.4136
H 4.5273 -1.0776 -2.6380
H 1.9947 -1.5304 1.5047
H 0.6715 -4.2857 0.7573
H -1.2661 -3.1027 1.0829
H 0.8790 -4.2012 3.1183
*
```

Properties
LUMO energy = -2.5 eV
Kohn-Sham gap = 0.2068 hartree
HOMO = -8.112 eV
Total energy = -5776.2259 Eh